Version a
13
Properties=species:S:1:pos:R:3 method="wB97M-V/def2-TZVPD" multiplicity=1 orbital_gap_ev=9.7 e_lumo_ev=0.17 homo_ev=-9.5
C 0.8637 -0.3042 1.9999
C 0.8856 0.6818 0.8583
O 1.4690 1.7127 0.9438
C 0.0514 0.2738 -0.3080
N -0.0706 -0.9481 -0.7878
C -0.9616 -0.7660 -1.8484
C -1.2647 0.5859 -1.8750
O -0.6102 1.2593 -1.0407
H 1.2853 -1.4339 1.7918
H 1.6791 -0.0533 2.9402
H -0.0939 -0.4187 2.5701
H -1.4289 -1.7581 -2.5169
H -1.8042 1.1688 -2.7274


Version b
13
Properties=species:S:1:pos:R:3 method="wB97M-V/def2-TZVPD" multiplicity=1 orbital_gap_ev=8.4 e_lumo_ev=-0.49 homo_ev=-8.9
C 2.5570 2.5483 0.0734
C 1.5607 1.7271 0.3508
C 0.8032 0.7833 0.0035
O 0.0556 -0.1016 -0.0969
H 3.0578 3.0770 0.8056
H 2.9418 2.5876 -1.0422
C -3.1029 -0.9547 0.4218
N -2.7704 0.4696 0.2315
C -1.9720 1.3089 -0.0781
O -1.3029 2.2431 -0.3089
H -4.0703 -0.7439 0.8810
H -3.2700 -1.4911 -0.4908
H -2.4327 -1.5272 1.1002


Version c
13
Properties=species:S:1:pos:R:3 method="wB97M-V/def2-TZVPD" multiplicity=1 orbital_gap_ev=8.8 e_lumo_ev=0.51 homo_ev=-8.3
C 0.4300 -1.0177 -0.2578
C -0.7504 -0.5568 0.0533
C -1.5382 -0.3186 1.2438
C -0.7787 0.8352 -0.0637
C 0.3179 1.1518 -0.6606
H 3.0516 -0.1493 -1.3101
H 0.8317 -1.9951 0.2524
H -2.5527 -0.8140 1.3896
H -1.1116 -0.0761 2.2740
H 0.8203 1.9399 -1.0005
N 1.1085 0.0708 -0.8013
O 2.0730 -0.1050 -1.7896
O -1.9015 1.0349 0.6705


Which structure is most stable? version a, by 0.0273 hartree over the runner-up.


Version a
29
Properties=species:S:1:pos:R:3 method="wB97M-V/def2-TZVPD" multiplicity=1 orbital_gap_ev=10.6 e_lumo_ev=0.33 homo_ev=-10.2
Cl 13.0484 20.2982 6.7814
C 13.7488 20.6135 8.3697
Cl 13.6638 19.1588 9.3693
Cl 12.9689 21.9657 9.1492
H 14.7993 20.8318 8.2247
Br 19.2206 22.1807 7.4317
C 18.4079 20.8254 8.5651
C 18.0457 19.5838 7.7951
Br 16.6519 19.9163 6.4757
H 17.5325 21.2910 9.0060
H 19.1549 20.5664 9.3110
H 17.5862 18.8700 8.4764
H 18.8685 19.1228 7.2612
Br 9.0671 21.7202 11.1436
C 9.9937 23.3543 10.6815
C 11.0380 23.6752 11.7034
Br 11.6814 25.5047 11.5188
H 9.2884 24.1547 10.4793
H 10.4371 23.1369 9.7119
H 11.9160 23.0426 11.6139
H 10.6951 23.6024 12.7305
Br 15.0283 22.4952 4.0300
C 14.8003 23.3474 5.7823
C 16.1623 23.6798 6.3273
Br 15.9449 24.2644 8.1887
H 14.2303 22.6443 6.3780
H 14.2051 24.2350 5.5958
H 16.5557 24.5483 5.8103
H 16.8547 22.8455 6.3335


Version b
29
Properties=species:S:1:pos:R:3 method="wB97M-V/def2-TZVPD" multiplicity=1 orbital_gap_ev=8.6 e_lumo_ev=0.12 homo_ev=-8.4
Br -3.0174 0.5627 1.6558
C -1.5772 1.8524 1.4817
C -0.7457 1.3406 0.3430
Br 0.6242 2.6390 -0.0403
H -0.9383 1.9173 2.3624
H -2.0612 2.8145 1.3142
H -1.5037 1.1020 -0.4031
H -0.0639 0.5588 0.6778
Br 0.3805 -0.6536 -3.3051
C -0.8116 -1.2112 -1.7691
C -2.0355 -0.1911 -1.6327
Br -3.0771 -0.5165 -3.3169
H -0.3341 -1.0376 -0.8048
H -1.0195 -2.2714 -1.9139
H -1.7641 0.8544 -1.4861
H -2.7213 -0.3519 -0.8009
Br -0.9919 -0.8719 1.0009
C 0.6927 -1.8323 1.2373
C 1.8693 -0.9810 1.8725
Br 3.5943 -1.8955 1.7765
H 1.0857 -2.2034 0.2907
H 0.4319 -2.7084 1.8311
H 1.7247 -0.7333 2.9241
H 1.9681 0.0186 1.4494
C 1.9887 0.8967 -1.0324
Cl 2.9488 0.2186 -2.3111
Cl 2.9858 0.7723 0.4772
Cl 0.5074 -0.0566 -0.6894
H 1.8604 1.9678 -1.1886


Which structure is most stable? version a, by 0.7727 hartree over the runner-up.


Version a
16
Properties=species:S:1:pos:R:3 method="wB97M-V/def2-TZVPD" multiplicity=1 orbital_gap_ev=10.4 e_lumo_ev=0.92 homo_ev=-9.5
N 0.1505 -2.2560 -1.5409
C 0.8336 -1.1395 -0.7794
C -0.1937 -0.2793 -0.0226
N 0.3066 1.1026 0.0590
C -0.5659 1.9806 0.8204
O -0.5219 1.6464 2.2216
H 0.7407 -3.0419 -1.2635
H -0.6942 -2.5454 -1.0479
H 1.5213 -1.5069 -0.0196
H 1.2099 -0.4932 -1.5664
H -0.3062 -0.5834 1.0326
H -1.2260 -0.3296 -0.3913
H 0.3658 1.5222 -0.8613
H -1.5737 1.9729 0.3640
H -0.2023 3.0045 0.7939
H 0.1555 0.9459 2.2012


Version b
16
Properties=species:S:1:pos:R:3 method="wB97M-V/def2-TZVPD" multiplicity=1 orbital_gap_ev=8.0 e_lumo_ev=0.60 homo_ev=-7.4
C -0.0467 0.4902 -0.5787
C -0.2396 -1.8705 1.3467
C 0.3590 1.4663 -1.6451
N 0.8955 -0.2738 -0.0055
N 0.8004 -0.8577 1.2072
O -1.2973 -0.0709 -0.7034
H -1.9262 0.5874 -1.0180
H 1.8265 0.1065 -0.1325
H -0.3070 1.1855 1.3163
H 0.0682 0.5229 1.7603
H -0.1326 -2.2765 2.3524
H -0.0974 -2.6919 0.6362
H -1.2568 -1.4885 1.2227
H 1.3766 1.8243 -1.4936
H -0.3087 2.3296 -1.6240
H 0.2861 1.0172 -2.6409


Which structure is most stable? version a, by 0.1137 hartree over the runner-up.


Version a
16
Properties=species:S:1:pos:R:3 method="wB97M-V/def2-TZVPD" multiplicity=1 orbital_gap_ev=9.9 e_lumo_ev=0.97 homo_ev=-8.9
C 0.0941 0.7116 1.7797
C 0.1220 -0.2925 2.6496
N 0.5061 -1.6347 2.3560
H -0.0926 1.7583 2.1221
H 0.6071 0.4314 0.8386
H -0.1857 -0.0516 3.7163
H -0.2802 -2.2707 2.1873
H 1.0747 -1.7421 1.5082
N 0.3529 1.3991 -2.4696
C -0.3303 0.1630 -2.4890
O -0.7460 -0.4294 -1.1568
H 0.2085 2.1047 -3.1864
H 1.2549 1.4069 -2.1093
H -1.2910 0.2972 -3.0984
H 0.2737 -0.7116 -2.9093
H -0.9293 0.3693 -0.6612


Version b
16
Properties=species:S:1:pos:R:3 method="wB97M-V/def2-TZVPD" multiplicity=1 orbital_gap_ev=10.4 e_lumo_ev=0.92 homo_ev=-9.5
C -0.4505 1.2599 -1.5978
N -0.7515 0.1284 -0.7245
C -0.3843 -1.0288 -1.0610
N -0.4025 -2.1138 -0.2274
H -1.2966 1.9316 -1.5281
H -0.2481 0.9183 -2.6167
H 0.4419 1.7470 -1.2125
H 0.0007 -1.2558 -2.0638
H -0.9867 -2.0185 0.5910
H -0.4527 -3.0138 -0.6672
C 1.5352 0.7532 1.6298
O 0.1384 0.8761 1.7949
H 2.0162 0.5788 2.5951
H 1.8209 -0.0812 0.9803
H 1.9765 1.6649 1.2049
H -0.2494 0.4626 1.0111


Version c
16
Properties=species:S:1:pos:R:3 method="wB97M-V/def2-TZVPD" multiplicity=1 orbital_gap_ev=10.6 e_lumo_ev=0.93 homo_ev=-9.6
C 0.0976 1.5667 -0.3678
C -0.1440 0.1178 0.0444
N -0.0753 -0.0635 1.4792
N -1.5159 -0.2569 -0.2043
C 0.8588 -0.8453 -0.6474
O 0.6589 -2.1786 -0.1610
H -0.0054 1.6916 -1.4519
H -0.6129 2.2504 0.1128
H 1.1061 1.8937 -0.0892
H 0.7422 0.4226 1.8441
H -0.8814 0.4327 1.8624
H -1.6547 -0.3636 -1.2085
H -1.6262 -1.2035 0.1631
H 1.8937 -0.5614 -0.4268
H 0.7246 -0.8543 -1.7341
H 0.4339 -2.0485 0.7849


Version d
16
Properties=species:S:1:pos:R:3 method="wB97M-V/def2-TZVPD" multiplicity=1 orbital_gap_ev=10.2 e_lumo_ev=0.97 homo_ev=-9.2
C -2.1782 0.7754 -1.0900
C -0.7521 0.4606 -1.4880
O -0.3293 -0.5716 -1.9247
H -2.4902 -0.1544 -0.6061
H -2.7597 0.7994 -2.0126
H -2.1469 1.7149 -0.5547
H -0.0376 1.2845 -1.2781
N 0.7088 -0.6330 2.4920
C 0.6058 -0.4361 1.0472
N 1.6861 0.3553 0.4610
H 1.5986 -1.0969 2.6754
H 0.8863 0.3023 2.8664
H 0.5884 -1.4210 0.5625
H -0.3449 0.0413 0.8115
H 2.2392 0.7444 1.2198
H 2.3643 -0.1715 -0.0707


Which structure is most stable? version c, by 0.0256 hartree over the runner-up.


Version a
16
Properties=species:S:1:pos:R:3 method="wB97M-V/def2-TZVPD" multiplicity=1 orbital_gap_ev=7.8 e_lumo_ev=0.80 homo_ev=-7.0
C 1.2421 -1.3862 -1.2614
C 0.7781 -0.4401 -0.1219
N -0.3585 -0.8001 0.5444
C 1.2603 0.7980 0.0313
N 0.9628 1.6683 1.0878
H 2.1413 -1.9623 -1.1907
H 0.4499 -2.1795 -1.4923
H 1.3266 -0.6816 -2.1286
H -0.8956 -1.4869 0.2792
H -0.3973 -0.6131 1.5079
H 1.9987 1.0052 -0.8743
H 0.3253 1.3095 1.7234
H 0.8794 2.6307 0.8642
O -3.0538 0.1291 -0.1508
H -2.5110 0.7509 0.3492
H -2.8001 0.2874 -1.1444


Version b
16
Properties=species:S:1:pos:R:3 method="wB97M-V/def2-TZVPD" multiplicity=1 orbital_gap_ev=10.3 e_lumo_ev=0.92 homo_ev=-9.4
N 1.7588 0.3024 -1.0846
C 1.1580 -0.2269 0.1518
C -0.3300 -0.2568 0.0448
N -1.0246 -1.1392 1.0161
C -1.0070 1.1107 0.0983
O -2.2907 1.1698 -0.4932
H 2.5058 0.9470 -0.9512
H 2.1462 -0.4402 -1.6562
H 1.5881 0.3369 0.9837
H 1.4822 -1.2685 0.2847
H -0.5585 -0.7166 -0.9233
H -1.0431 -2.1131 0.7148
H -0.4633 -1.2007 1.8713
H -1.0298 1.3594 1.1644
H -0.3879 1.8458 -0.4219
H -2.5043 0.2900 -0.7995


Version c
16
Properties=species:S:1:pos:R:3 method="wB97M-V/def2-TZVPD" multiplicity=1 orbital_gap_ev=10.0 e_lumo_ev=0.73 homo_ev=-9.2
H 2.9802 1.2459 1.5245
N 3.1977 0.2807 1.2946
C 2.5911 -0.3234 0.3659
N 1.8113 0.0048 -0.7104
H 2.8409 -1.4085 0.3086
H 1.3746 0.8959 -0.5808
H 1.5156 -0.7987 -1.2294
C -1.1352 0.6390 -0.5636
C -2.3381 -0.1588 -0.0331
O -1.9440 -0.9207 1.1122
H -0.7925 0.2723 -1.5221
H -0.4271 0.7549 0.2524
H -1.4124 1.7056 -0.6605
H -3.2376 0.4334 0.1455
H -2.5532 -0.9021 -0.8251
H -2.4715 -1.7202 1.1212


Which structure is most stable? version b, by 0.0283 hartree over the runner-up.


Version a
16
Properties=species:S:1:pos:R:3 method="wB97M-V/def2-TZVPD" multiplicity=1 orbital_gap_ev=9.5 e_lumo_ev=1.03 homo_ev=-8.5
N -0.7640 -2.5737 0.7943
C -0.1170 -1.6346 -0.1379
N 0.1173 -0.3165 0.3586
C -0.4027 0.8416 -0.3153
C 0.5127 2.0759 -0.0569
O 1.2954 2.4894 -1.1604
H -0.1262 -2.9585 1.4685
H -1.4306 -2.0998 1.3934
H 0.7781 -2.1837 -0.4568
H -0.7790 -1.6202 -1.0050
H 0.2155 -0.2567 1.3632
H -0.4588 0.6631 -1.3894
H -1.4262 1.0915 0.0067
H -0.0818 2.9334 0.2408
H 1.2099 1.7385 0.7112
H 1.4574 1.8102 -1.8150


Version b
16
Properties=species:S:1:pos:R:3 method="wB97M-V/def2-TZVPD" multiplicity=1 orbital_gap_ev=8.9 e_lumo_ev=0.79 homo_ev=-8.1
C 1.0401 -1.9592 -0.4556
C 0.2952 -0.6649 -0.2799
N 0.1713 -0.2124 1.0866
C -0.3292 -0.0454 -1.2677
N -0.9252 1.2293 -1.2781
H 2.0270 -1.8887 0.0205
H 1.1260 -2.3657 -1.4620
H 0.5223 -2.7081 0.1487
H 1.1166 -0.2778 1.4572
H -0.3744 -0.8597 1.6468
H -0.1283 -0.3703 -2.2826
H -0.6627 1.8538 -0.5278
H -0.6880 1.7000 -2.1389
O -1.3251 2.4173 1.8997
H -1.3686 1.4538 1.9288
H -0.4969 2.6980 1.5043


Version c
16
Properties=species:S:1:pos:R:3 method="wB97M-V/def2-TZVPD" multiplicity=1 orbital_gap_ev=9.4 e_lumo_ev=0.94 homo_ev=-8.4
C 2.2983 -0.6750 -0.2225
C 1.1733 -1.2629 -0.6160
N 0.0351 -1.5044 0.1847
H 3.1149 -0.5933 -0.9150
H 2.3448 -0.2653 0.7734
H 1.0569 -1.6030 -1.6546
H -0.0022 -0.9498 1.0345
H -0.5611 -2.2583 -0.1172
C -0.8477 2.2567 1.3592
O -0.0103 1.7729 2.0933
H -0.8956 1.8399 0.3387
H -1.5348 3.0620 1.6817
N -1.5724 0.2778 -0.8263
H -0.8598 -0.5744 -0.4177
H -2.5115 -0.0815 -0.9603
H -1.2281 0.5586 -1.7359


Which structure is most stable? version b, by 0.0133 hartree over the runner-up.


Version a
70
Properties=species:S:1:pos:R:3 method="wB97M-V/def2-TZVPD" multiplicity=1 orbital_gap_ev=9.4 e_lumo_ev=-0.02 homo_ev=-9.4
C 1.3074 5.0432 1.2998
C 2.4052 4.4013 0.4196
O 2.6417 3.0171 0.7660
C 3.5644 2.2385 0.1191
O 4.0608 2.5526 -1.0131
C 3.8220 0.8531 0.7930
F 4.9557 0.9006 1.5679
F 2.7999 0.4895 1.5410
F 3.9731 -0.1659 -0.0934
H 1.7475 5.4101 2.2270
H 0.4324 4.4240 1.4977
H 1.0705 5.9852 0.8054
H 3.2273 5.0756 0.1798
H 1.9395 4.3609 -0.5651
C 4.3042 -1.3614 2.1511
C 3.6759 -2.6004 1.6492
O 2.6819 -2.0874 0.8037
C 1.3377 -1.8098 1.2813
O 0.7926 -2.0886 2.3553
C 0.4679 -1.1587 0.2262
F 0.6901 -1.6489 -0.9656
F -0.8070 -1.2576 0.5138
F 0.8347 0.0673 0.0671
H 5.0332 -0.9272 1.4668
H 4.8376 -1.5044 3.0909
H 3.5619 -0.6064 2.4100
H 3.1101 -3.1589 2.3949
H 4.3750 -3.3201 1.2233
C -1.1607 -2.2694 -5.1263
C -1.5596 -1.5666 -3.7994
O -1.6565 -2.5561 -2.7965
C -2.1889 -2.2357 -1.5452
O -2.9024 -1.2562 -1.2524
C -1.8709 -3.4002 -0.5458
F -2.9151 -3.5859 0.3027
F -1.6211 -4.5053 -1.2030
F -0.7516 -3.1248 0.1356
H -0.1580 -2.6916 -5.0596
H -1.2615 -1.6535 -6.0200
H -1.7843 -3.1447 -5.3080
H -2.4380 -0.9509 -3.9928
H -0.8225 -0.8150 -3.5166
C -3.5680 0.1338 0.3679
C -2.7203 -1.0256 0.9474
O -2.0561 -0.4968 2.1225
C -1.8301 -1.1851 3.2626
O -2.3001 -2.2626 3.3729
C -1.0937 -0.4185 4.4696
F -0.5355 0.7778 4.2142
F -1.8780 -0.2409 5.4745
F -0.1720 -1.1807 4.9178
H -2.9189 0.9669 0.0981
H -4.4113 0.5562 0.9143
H -3.8422 -0.1345 -0.6524
H -1.9411 -1.3803 0.2727
H -3.3241 -1.8788 1.2562
C -0.0164 2.3882 -0.0375
C -0.7465 1.0620 -0.1468
O -1.7580 1.2300 -1.0807
C -1.5505 0.8224 -2.3901
O -0.5683 0.2197 -2.8575
C -2.7346 1.2531 -3.2112
F -2.4494 1.0735 -4.4859
F -3.8367 0.4865 -2.8309
F -2.9613 2.5665 -2.9047
H 0.6952 2.3039 0.7839
H -0.4855 3.3403 0.2106
H 0.6094 2.5913 -0.9065
H -1.2490 0.8291 0.7921
H -0.1091 0.2347 -0.4588


Version b
70
Properties=species:S:1:pos:R:3 method="wB97M-V/def2-TZVPD" multiplicity=1 orbital_gap_ev=11.7 e_lumo_ev=0.60 homo_ev=-11.1
C 2.9670 -0.0878 -0.1693
C 2.4986 0.7792 -1.3139
O 1.1105 1.1003 -1.0678
C 0.5160 1.7928 -2.0139
O 0.9993 2.1658 -3.0423
C -0.9634 2.0747 -1.6794
F -1.2258 3.3765 -1.8363
F -1.7336 1.3782 -2.5281
F -1.2945 1.7296 -0.4431
H 4.0423 -0.2460 -0.2719
H 2.4612 -1.0508 -0.2007
H 2.8123 0.3883 0.7962
H 2.5390 0.2619 -2.2707
H 3.1114 1.6774 -1.3695
C -5.8719 0.8660 4.5582
C -4.4407 0.6880 4.1023
O -4.3579 0.7250 2.6812
C -4.5589 -0.3708 1.9844
O -4.8820 -1.4453 2.3893
C -4.2771 -0.1272 0.4815
F -5.3798 -0.3442 -0.2387
F -3.8318 1.0995 0.2217
F -3.3464 -1.0016 0.0861
H -6.1806 1.8971 4.3684
H -6.0045 0.6595 5.6181
H -6.5630 0.2432 3.9894
H -3.9714 -0.2172 4.4892
H -3.8422 1.5287 4.4480
C 2.5646 -3.5924 -3.3394
C 2.3641 -4.0276 -1.8962
O 1.3261 -3.2019 -1.3407
C 1.0062 -3.4573 -0.0890
O 1.5391 -4.2548 0.6262
C -0.1697 -2.6109 0.4275
F -1.2476 -3.3886 0.5890
F 0.1598 -2.0970 1.6144
F -0.4949 -1.6153 -0.3936
H 1.5871 -3.5903 -3.8263
H 3.2358 -4.2957 -3.8216
H 2.9170 -2.5627 -3.3760
H 3.2698 -3.8716 -1.3076
H 2.1002 -5.0831 -1.8460
C -1.4645 -0.5490 7.3397
C -0.2366 -0.3831 6.4759
O -0.6783 0.0616 5.1802
C 0.1883 0.7018 4.4231
O 1.3054 1.0120 4.7117
C -0.3910 1.1055 3.0457
F 0.4660 0.7866 2.0780
F -1.5447 0.4856 2.7984
F -0.6039 2.4203 3.0160
H -1.9189 0.4130 7.5648
H -1.2383 -1.1445 8.2209
H -2.2100 -1.1312 6.7875
H 0.3151 -1.3183 6.3776
H 0.4578 0.3618 6.8654
C 1.0629 0.7169 -6.1704
C 2.3792 1.0337 -6.8518
O 3.0065 2.1997 -6.2501
C 3.5261 2.0477 -5.0522
O 3.7129 1.0161 -4.4766
C 3.8732 3.4163 -4.4215
F 5.0967 3.8073 -4.8287
F 2.9998 4.3585 -4.7661
F 3.8968 3.3143 -3.0920
H 0.3268 1.4926 -6.3718
H 1.2106 0.5438 -5.1095
H 0.6664 -0.1939 -6.6284
H 2.2319 1.3338 -7.8839
H 3.0744 0.1995 -6.7712


Which structure is most stable? version b, by 0.7763 hartree over the runner-up.


Version a
17
Properties=species:S:1:pos:R:3 method="wB97M-V/def2-TZVPD" total_charge=+1 s2=0.754 multiplicity=2 orbital_gap_ev="11.6 / 4.8" e_lumo_ev="-3.81 / -10.45" homo_ev="-15.4 / -15.2"
C 1.5662 1.5379 1.5215
C 1.4650 0.0652 1.7095
H 2.5476 1.9105 1.2447
H 0.9447 2.1160 0.8103
H 1.3768 2.0357 2.4866
H 1.4458 -0.4885 0.7206
H 0.5647 -0.2959 2.2062
H 2.2699 -0.3993 2.3015
C -0.9134 -1.0564 -1.8440
C -2.2598 -0.7083 -1.2476
O 0.1131 -0.5871 -1.0045
H -0.7640 -2.1408 -1.9180
H -0.6409 -0.6515 -2.8549
H -2.4630 -1.2122 -0.2943
H 0.1252 0.4084 -0.9424
H -3.1281 -0.9039 -1.8665
H -2.2498 0.3703 -1.0287


Version b
17
Properties=species:S:1:pos:R:3 method="wB97M-V/def2-TZVPD" total_charge=+1 s2=0.754 multiplicity=2 orbital_gap_ev="8.3 / 1.7" e_lumo_ev="-4.73 / -11.29" homo_ev="-13.0 / -13.0"
C -0.6161 2.6745 -4.7004
O -0.6457 3.9848 -5.1589
H -0.3439 2.0586 -5.5704
H -1.5628 2.3688 -4.2164
H 0.1532 2.5824 -3.9332
H -0.0619 4.5441 -4.5915
C -0.3350 -1.1747 3.6069
C 0.8560 -1.5632 2.7727
C 0.4753 -2.2420 1.4379
H -1.0142 -2.0322 3.5873
H -0.2461 -0.7907 4.6212
H -0.8765 -0.3490 3.1269
H 1.4432 -0.7118 2.4104
H 1.5919 -2.2141 3.2476
H 1.3897 -2.3922 0.8687
H -0.1679 -1.5609 0.8781
H -0.0391 -3.1824 1.6132


Which structure is most stable? version a, by 0.0172 hartree over the runner-up.